1.
This record from OMol25 describes a 2-piece molecular cluster, C3HBr2N2O2 overall. The level of theory is ωB97M-V/def2-TZVPD.

- Charge: -1
- HOMO level: -3.74 eV
- Frontier orbital gap: 6.9913 eV

```
10
C3HBr2N2O2 | OMol25 | ωB97M-V/def2-TZVPD
Br 3.80 1.29 -0.07
Br -3.33 1.46 0.25
O -1.07 -3.25 0.07
O 1.01 0.65 0.75
N -0.76 0.89 -0.61
N 0.05 -1.23 -0.05
C 0.06 0.21 0.10
C -0.66 -2.17 -0.05
C -1.82 1.44 -0.97
H 2.73 0.70 0.58
```

---

2.
This record from OMol25 describes a 9-piece molecular cluster, C23H64N2O9 overall. The level of theory is ωB97M-V/def2-TZVPD.

- Relative energy (zero: lowest compared OMol25 entry of this formula, charge and spin): 38.00 kcal per mole
- SMILES: NC(N)=O.CC(C)O.CC(C)O.CC(C)O.CC(C)O.CC(C)O.CC(C)O.CCO.CCO
- HOMO level: -9.68 eV
- Frontier orbital gap: 9.8880 eV

```
98
C23H64N2O9 | OMol25 | ωB97M-V/def2-TZVPD
O -5.48 -2.37 0.35
O 1.11 -4.65 3.18
O 0.25 0.31 -4.00
O 0.52 0.96 -1.30
O 4.92 0.75 2.25
O -5.23 4.40 3.84
O 0.57 3.52 -0.53
O -0.02 -2.46 -4.39
O 2.96 1.84 3.94
N -3.49 3.54 2.75
N -4.53 2.34 4.22
C 5.10 -0.40 1.49
C 1.54 -2.62 -2.45
C -3.42 -3.48 0.12
C 1.21 2.68 2.59
C 0.07 -2.65 -3.00
C 6.17 -1.27 2.23
C 0.21 0.20 -0.21
C -0.69 5.24 0.50
C 1.65 1.60 3.60
C 0.06 -4.26 2.42
C -3.87 -1.17 -0.69
C -0.14 4.64 -0.78
C -1.28 4.37 -1.73
C -1.29 -4.30 3.18
C 0.29 -2.82 1.94
C -0.74 -3.96 -2.68
C 0.81 0.64 -6.27
C -4.48 3.47 3.57
C 3.66 -0.92 1.28
C -1.19 0.60 0.20
C 1.96 1.91 -4.47
C -4.41 -2.51 -0.57
C 1.35 0.58 -4.86
H 0.14 5.43 1.19
H 2.42 1.90 -3.49
H -4.65 -0.60 -1.19
H 3.56 1.37 3.36
H 0.98 0.38 0.53
H 1.85 -4.44 2.62
H 1.25 2.74 -4.54
H 0.62 5.32 -1.16
H -0.06 1.30 -6.31
H 2.21 -2.82 -3.28
H 2.76 2.19 -5.16
H 6.45 -2.11 1.59
H 1.59 0.60 3.15
H -1.24 1.64 0.54
H 0.24 -0.86 -0.44
H -1.21 6.15 0.23
H 0.36 1.88 -1.09
H 3.66 -1.93 0.89
H -0.04 -4.86 1.52
H -2.57 -3.63 -0.54
H 1.38 3.76 -0.08
H 0.14 2.71 2.40
H 1.05 1.73 4.50
H -3.42 4.37 2.18
H -1.19 -3.62 4.03
H -5.30 2.27 4.87
H -1.73 -3.87 -3.12
H 5.81 1.06 2.44
H 5.51 -0.06 0.54
H -3.75 1.70 4.29
H -2.16 3.94 -1.25
H 2.02 -0.27 -4.67
H 5.79 -1.69 3.16
H -6.14 -1.90 -0.16
H -0.31 -4.77 -3.27
H -0.51 -2.56 1.24
H -3.75 -0.70 0.29
H -0.73 -4.36 -1.66
H -3.85 -4.44 0.39
H 1.18 -2.60 1.35
H 1.75 -3.33 -1.65
H -0.02 -1.52 -4.59
H -0.91 3.89 -2.63
H 2.00 -1.68 -2.14
H -2.10 -3.89 2.58
H 1.51 3.68 2.91
H -1.59 5.32 -2.17
H -1.56 -0.01 1.02
H 0.49 -0.34 -6.63
H -1.36 4.56 1.02
H -4.79 -2.90 -1.52
H -1.88 0.53 -0.64
H -1.50 -5.30 3.53
H 1.67 2.46 1.63
H 3.22 -0.20 0.59
H 0.32 0.73 -3.14
H -3.09 -0.92 -1.41
H -0.39 -1.82 -2.45
H 1.54 0.84 -7.05
H 7.08 -0.75 2.53
H -3.09 2.64 2.53
H -3.10 -2.97 1.03
H 3.15 -0.89 2.25
H 0.14 -2.17 2.80
```

---

3.
This record from OMol25 describes one molecule with the formula C8H9NO3S2. The level of theory is ωB97M-V/def2-TZVPD.

- Relative energy (zero: lowest compared OMol25 entry of this formula, charge and spin): 46.19 kcal per mole
- HOMO level (spin up / spin down): -7.36 / -7.78 eV
- Frontier orbital gap (spin up / spin down): 6.6057 / 6.9923 eV

```
23
C8H9NO3S2 | OMol25 | ωB97M-V/def2-TZVPD
S 2.31 0.17 -0.12
S 0.31 0.14 2.16
O 2.58 1.46 2.22
O -0.19 -1.12 1.73
O 0.55 0.33 3.54
N -0.96 1.16 1.69
C 0.87 -1.75 -1.47
C -1.45 -0.24 -1.66
C 0.89 -0.45 -0.99
C -1.38 -1.55 -2.21
C -0.22 -2.28 -2.20
C -0.35 0.45 -1.14
C 1.86 0.54 1.52
C -0.46 1.74 -0.75
H 2.29 1.25 3.17
H -0.16 -3.21 -2.67
H -2.32 -2.03 -2.50
H -1.70 0.68 2.18
H 1.80 -2.41 -1.41
H -1.27 2.39 -0.99
H -0.99 2.11 2.08
H 0.30 2.27 -0.32
H -2.30 0.34 -1.84
```

---

no.,largest force on an atom (eV Å⁻¹),total energy (Ha)
1,2.604,-5522.96900
2,4.474,-1701.30633
3,3.645,-1386.93410